(1)
Density functional theory data (wB97M-V/def2-TZVPD) for one molecule with the formula C3H8N2S at a distorted geometry.

The geometry in XYZ format:
```
14
Properties=species:S:1:pos:R:3:lowdin_charge:R:1
C 1.279 -0.835 0.165 -0.062
C 0.759 0.447 1.004 -0.242
C -1.231 -0.261 -1.081 -0.759
H 1.074 -1.800 0.607 0.050
H 2.424 -0.530 -0.109 0.126
H 0.725 -0.833 -0.860 0.055
H 1.198 0.491 2.034 0.145
H 1.147 1.155 0.540 0.017
H -1.278 0.408 1.381 0.122
H -1.548 1.626 -0.908 0.215
H -1.051 -1.166 -0.559 0.059
N -0.555 0.831 0.860 -0.059
N -1.019 0.753 -0.393 -0.130
S -1.923 -0.287 -2.680 0.463
```

Highest occupied orbital energy: -8.30 eV
LUMO level: 0.6 eV
Calculated total energy: -626.66061 Eh
Kohn-Sham gap: 8.90 eV
Energy relative to the best compared isomer or geometry (same formula, charge and spin): 102.1 kcal/mol

=====

(2)
Density functional theory data (wB97M-V/def2-TZVPD) for a 2-piece molecular cluster, C19H23F6NO5P3S3 overall at a distorted geometry.

The geometry in XYZ format:
```
60
Properties=species:S:1:pos:R:3:lowdin_charge:R:1
C 1.617 3.654 0.967 -0.266
P 0.747 1.980 0.726 0.950
O 0.654 1.341 2.286 -0.348
C -1.004 2.446 0.090 -0.611
C -1.783 1.123 -0.343 -0.215
C -2.191 0.230 0.877 -0.292
C -2.691 -1.229 0.527 -0.436
S -1.830 -2.087 -0.851 0.893
C -0.053 -2.079 -0.594 -0.991
S 0.658 -1.528 0.799 0.754
N 0.715 -2.579 -1.763 -0.105
C 0.922 -1.429 -2.632 -0.251
C 1.600 -0.182 -2.211 -0.066
C 1.786 0.969 -3.077 -0.078
C 1.300 0.956 -4.463 -0.080
C 0.597 -0.253 -4.896 -0.085
C 0.415 -1.424 -4.015 0.001
C 1.943 -3.222 -1.359 -0.236
C 3.282 -2.847 -1.855 -0.018
C 4.513 -3.501 -1.400 -0.087
C 4.468 -4.576 -0.416 -0.102
C 3.153 -5.004 0.063 -0.083
C 1.928 -4.348 -0.395 -0.041
O -0.719 3.147 -1.169 -0.120
C -1.833 3.841 -1.653 -0.342
O -1.674 4.990 -1.965 0.087
P -1.970 3.502 1.312 0.329
O -1.501 5.116 1.193 -0.213
O -1.651 3.096 2.913 -0.224
S -3.900 3.412 1.104 0.330
H 2.731 3.535 1.023 0.040
H 1.353 4.394 0.168 0.040
H 1.284 4.052 1.974 0.051
H 1.564 1.354 2.637 0.067
H -2.738 1.382 -0.889 0.109
H -1.126 0.627 -1.104 0.092
H -3.066 0.749 1.369 0.080
H -1.413 0.133 1.674 0.046
H -3.801 -1.236 0.364 0.097
H -2.513 -1.851 1.452 0.070
H 2.003 -0.134 -1.175 0.058
H 2.313 1.854 -2.647 0.098
H 1.476 1.843 -5.112 0.093
H 0.205 -0.276 -5.945 0.092
H -0.145 -2.279 -4.461 0.106
H 3.410 -2.036 -2.612 0.099
H 5.515 -3.172 -1.772 0.094
H 5.369 -5.088 -0.009 0.089
H 3.031 -5.821 0.817 0.097
H 0.929 -4.688 -0.018 0.111
H -2.850 3.388 -1.769 0.138
H -0.664 5.083 0.684 0.039
H -1.822 2.125 2.975 0.043
F -1.152 -0.685 5.454 -0.196
P -2.650 -1.064 4.941 0.296
F -2.136 0.058 3.882 -0.203
F -3.099 -0.945 6.502 -0.201
F -4.088 -0.305 4.881 -0.194
F -2.269 -2.609 5.286 -0.198
F -3.152 -1.901 3.630 -0.204
```

Highest occupied orbital energy: -6.34 eV
LUMO level: 1.6 eV
Calculated total energy: -3986.75373 Eh
Net charge: -1
Kohn-Sham gap: 7.90 eV

=====

(3)
Density functional theory data (wB97M-V/def2-TZVPD) for one molecule with the formula C3H4N2O at a distorted geometry.

The geometry in XYZ format:
```
10
Properties=species:S:1:pos:R:3:lowdin_charge:R:1
O 2.242 0.077 -0.615 0.039
C 0.915 -0.173 -0.323 -0.469
N 0.493 -1.392 -0.026 0.178
N -1.089 -1.030 0.349 0.025
C -1.225 0.280 0.147 -0.191
C -0.053 0.842 -0.265 -0.061
H 2.725 0.174 0.222 0.116
H -1.983 -1.481 0.668 0.148
H -2.150 0.830 0.316 0.121
H 0.126 1.874 -0.474 0.094
```

Highest occupied orbital energy: -8.96 eV
LUMO level: 0.8 eV
Calculated total energy: -301.39005 Eh
Kohn-Sham gap: 9.76 eV
Energy relative to the best compared isomer or geometry (same formula, charge and spin): 61.0 kcal/mol

=====

(4)
Density functional theory data (wB97M-V/def2-TZVPD) for one molecule with the formula C8H10N2 at a distorted geometry.

The geometry in XYZ format:
```
20
Properties=species:S:1:pos:R:3:lowdin_spin:R:1
C 0.008 1.098 -1.210 0.215
C -2.320 0.561 -1.665 0.645
C -0.342 0.165 -0.360 0.026
C -1.798 -0.175 -0.648 0.384
C -1.203 1.425 -2.205 0.099
C 0.008 -0.613 0.850 0.009
C 1.024 -1.727 0.592 0.010
C 0.277 0.237 2.134 0.012
N -2.194 -1.115 0.300 0.070
N -1.304 -1.341 1.146 0.438
H 1.011 1.560 -1.414 0.010
H -3.182 0.325 -2.256 0.033
H -1.378 2.475 -2.055 0.028
H -1.044 1.393 -3.258 0.015
H 0.848 -2.661 1.309 0.001
H 2.127 -1.454 0.720 0.002
H 0.902 -2.142 -0.430 0.000
H 1.252 0.010 2.619 0.001
H -0.637 -0.063 2.760 0.001
H 0.217 1.358 2.061 0.001
```

Highest occupied orbital energy (spin up / spin down): -6.20 / -8.69 eV
<S²>: 2.0320
LUMO level (spin up / spin down): 0.9 / -2.5 eV
Calculated total energy: -420.13204 Eh
Kohn-Sham gap (spin up / spin down): 7.05 / 6.17 eV
2S+1: 3
Energy relative to the best compared isomer or geometry (same formula, charge and spin): 32.7 kcal/mol

=====

(5)
Density functional theory data (wB97M-V/def2-TZVPD) for one molecule with the formula C5H11NO2 at a distorted geometry.

The geometry in XYZ format:
```
19
Properties=species:S:1:pos:R:3:lowdin_charge:R:1
C -0.149 2.339 1.604 -0.117
C -0.773 0.458 -0.251 -0.249
O 0.314 1.342 0.727 -0.197
N -1.039 1.052 -1.349 0.168
H -2.032 1.225 -1.489 0.070
H -1.529 0.178 0.492 0.137
H 0.627 2.500 2.358 0.096
H -1.108 2.087 2.069 0.082
H -0.271 3.294 1.082 0.081
C 1.426 -0.833 -1.286 -0.034
C -0.337 -2.200 -0.049 -0.029
C 0.454 -0.891 -0.116 -0.561
O 0.991 -0.534 1.047 0.043
H 2.248 -1.529 -1.111 0.088
H -0.946 -2.251 0.853 0.084
H -0.982 -2.276 -0.927 0.086
H 0.934 -1.079 -2.227 0.081
H 1.831 0.173 -1.378 0.085
H 0.340 -3.056 -0.049 0.087
```

Highest occupied orbital energy (spin up / spin down): -9.53 / -9.36 eV
LUMO level (spin up / spin down): -1.9 / -1.1 eV
Calculated total energy: -402.13346 Eh
Kohn-Sham gap (spin up / spin down): 7.62 / 8.25 eV
Energy relative to the best compared isomer or geometry (same formula, charge and spin): 153.5 kcal/mol

=====

(6)
Density functional theory data (wB97M-V/def2-TZVPD) for a 2-piece molecular cluster, C2H4ClNOS overall at a distorted geometry.

The geometry in XYZ format:
```
10
Properties=species:S:1:pos:R:3:lowdin_charge:R:1
C -0.041 -0.939 -1.182 -0.337
C -0.974 0.841 0.579 -1.004
N 0.797 -1.487 -0.331 0.133
O -0.400 -0.798 -2.287 0.126
S -0.269 2.315 0.004 0.623
Cl -0.048 0.275 1.979 0.514
H -2.078 0.877 0.543 0.016
H 0.728 -1.168 0.691 0.024
H 1.386 -2.141 -0.650 0.060
H 0.899 2.224 0.656 -0.155
```

Highest occupied orbital energy (spin up / spin down): -7.02 / -7.38 eV
LUMO level (spin up / spin down): 0.1 / 0.4 eV
Calculated total energy: -1066.86278 Eh
Kohn-Sham gap (spin up / spin down): 7.13 / 7.76 eV
Energy relative to the best compared isomer or geometry (same formula, charge and spin): 73.9 kcal/mol